# 1
Formula: C16H25N5S2
Source: OMol25
Level of theory: ωB97M-V/def2-TZVPD

Calculated values
* spin multiplicity: 1
* SMILES: CSc1nc(NCCCN(C)C)c2c3c(sc2n1)CN(C)CC3
* largest force on an atom: 0.7 eV Å⁻¹
* ΔE to the lowest compared entry with this formula, charge and spin: 0.064 eV
* orbital gap: 8.2 eV
* highest occupied orbital energy: -7.6 eV

Each line ends with the Mulliken charge.
Geometry (Å):
C (-4.457, -2.471, -0.722)  -0.8277
S (-4.313, -0.798, -0.032)  -0.0921
C (-2.584, -0.712, 0.191)  -0.0077
N (-2.141, 0.421, 0.713)  -0.5329
C (-0.834, 0.565, 0.917)  0.5012
N (-0.404, 1.713, 1.477)  -0.0654
C (-1.240, 2.887, 1.540)  -0.9820
C (-0.816, 3.943, 0.514)  -0.6393
C (-0.748, 3.370, -0.904)  -1.0903
N (0.448, 2.559, -1.113)  0.6738
C (1.608, 3.376, -1.408)  -1.2367
C (0.252, 1.570, -2.154)  -0.9874
C (0.055, -0.492, 0.583)  0.3446
C (1.475, -0.646, 0.655)  0.3733
C (1.892, -1.824, 0.128)  0.9804
S (0.589, -2.828, -0.461)  -0.4055
C (-0.561, -1.613, 0.008)  -0.3957
N (-1.865, -1.750, -0.192)  -0.4377
C (3.327, -2.244, 0.036)  -0.9946
N (4.220, -1.104, 0.147)  0.0304
C (4.311, -0.347, -1.085)  -0.8042
C (3.859, -0.297, 1.296)  -1.4137
C (2.460, 0.341, 1.209)  -0.3755
H (-3.888, -2.524, -1.644)  0.2530
H (-5.513, -2.641, -0.907)  0.3637
H (-4.069, -3.184, -0.003)  0.2604
H (0.585, 1.892, 1.413)  0.2124
H (-2.263, 2.558, 1.351)  0.4866
H (-1.181, 3.310, 2.549)  0.3610
H (-1.542, 4.757, 0.536)  0.4088
H (0.156, 4.354, 0.796)  0.2669
H (-0.798, 4.192, -1.638)  0.5845
H (-1.623, 2.734, -1.055)  0.4472
H (1.497, 3.942, -2.347)  0.3550
H (2.485, 2.736, -1.498)  0.2945
H (1.779, 4.085, -0.600)  0.3267
H (-0.601, 0.941, -1.903)  0.3245
H (1.138, 0.937, -2.216)  0.0033
H (0.077, 2.020, -3.143)  0.3913
H (3.516, -2.761, -0.907)  0.4572
H (3.564, -2.942, 0.850)  0.3129
H (4.964, 0.510, -0.923)  0.2531
H (3.341, 0.011, -1.456)  0.2252
H (4.758, -0.981, -1.850)  0.3437
H (4.616, 0.482, 1.421)  0.4259
H (3.901, -0.954, 2.169)  0.3591
H (2.156, 0.659, 2.210)  0.6088
H (2.492, 1.223, 0.560)  0.0592

# 2
Formula: C16H25NO2
Source: OMol25
Level of theory: ωB97M-V/def2-TZVPD

Calculated values
* spin multiplicity: 1
* SMILES: COc1ccccc1OCCCCN1CCCCC1
* largest force on an atom: 0.6 eV Å⁻¹
* ΔE to the lowest compared entry with this formula, charge and spin: 1.597 eV
* orbital gap: 8.9 eV
* highest occupied orbital energy: -8.1 eV

Each line ends with the Mulliken charge.
Geometry (Å):
C (-1.558, 1.143, -3.469)  -1.0121
O (-0.531, 1.099, -2.511)  -0.2470
C (0.651, 1.749, -2.778)  1.0753
C (0.875, 2.470, -3.943)  -0.5187
C (2.065, 3.146, -4.157)  -0.7473
C (3.056, 3.112, -3.197)  -0.5709
C (2.855, 2.383, -2.040)  -0.5187
C (1.672, 1.689, -1.810)  0.0936
O (1.616, 1.033, -0.616)  -0.4030
C (0.765, -0.088, -0.450)  -0.3495
C (1.222, -0.817, 0.812)  -0.3543
C (0.663, -2.236, 0.916)  -0.6481
C (-0.875, -2.357, 0.983)  -1.2283
N (-1.527, -2.148, 2.254)  0.1985
C (-1.170, -3.083, 3.300)  -0.6338
C (-2.253, -3.066, 4.378)  -0.8682
C (-2.399, -1.659, 4.947)  -0.7220
C (-2.667, -0.681, 3.807)  -0.9273
C (-1.559, -0.794, 2.761)  -0.3359
H (-2.377, 0.565, -3.042)  0.2398
H (-1.897, 2.167, -3.651)  0.3747
H (-1.250, 0.685, -4.415)  0.3927
H (0.108, 2.521, -4.700)  0.3758
H (2.203, 3.699, -5.073)  0.3773
H (3.985, 3.640, -3.347)  0.3734
H (3.615, 2.331, -1.276)  0.4220
H (0.849, -0.754, -1.318)  0.3593
H (-0.275, 0.238, -0.359)  0.2454
H (0.953, -0.221, 1.683)  0.0611
H (2.313, -0.875, 0.781)  0.3756
H (1.000, -2.799, 0.042)  0.4971
H (1.091, -2.719, 1.797)  0.3325
H (-1.326, -1.668, 0.265)  0.5009
H (-1.139, -3.374, 0.671)  0.3984
H (-1.095, -4.082, 2.863)  0.4484
H (-0.199, -2.837, 3.767)  0.2988
H (-3.198, -3.375, 3.928)  0.3348
H (-1.997, -3.775, 5.168)  0.3745
H (-3.212, -1.627, 5.675)  0.3200
H (-1.476, -1.376, 5.459)  0.3188
H (-3.621, -0.925, 3.337)  0.3643
H (-2.717, 0.342, 4.184)  0.3885
H (-1.758, -0.113, 1.930)  0.3108
H (-0.603, -0.501, 3.231)  0.2330

# 3
Formula: C16H25NO4S
Source: OMol25
Level of theory: ωB97M-V/def2-TZVPD

Calculated values
* spin multiplicity: 1
* SMILES: CCOc1ccc(OCC)c(S(=O)(=O)N2CCC(C)CC2)c1
* largest force on an atom: 1.2 eV Å⁻¹
* ΔE to the lowest compared entry with this formula, charge and spin: 1.074 eV
* orbital gap: 9.0 eV
* highest occupied orbital energy: -8.3 eV

Each line ends with the Mulliken charge.
Geometry (Å):
C (-3.485, -2.936, -1.544)  -0.9991
C (-3.403, -2.958, -0.020)  -0.3364
O (-3.944, -1.793, 0.574)  -0.4881
C (-3.253, -0.626, 0.516)  0.4426
C (-3.904, 0.502, 1.027)  -0.7329
C (-3.297, 1.734, 0.989)  -0.4609
C (-2.010, 1.903, 0.461)  0.2942
O (-1.506, 3.161, 0.469)  -0.4765
C (-0.962, 3.699, -0.737)  -0.1215
C (0.170, 4.647, -0.382)  -1.1329
C (-1.340, 0.764, 0.027)  -0.6017
S (0.355, 0.756, -0.576)  1.1173
O (0.327, 0.827, -2.011)  -0.7460
O (1.140, 1.736, 0.121)  -0.6029
N (0.822, -0.804, -0.158)  0.1971
C (1.186, -0.945, 1.237)  -1.1592
C (2.625, -0.512, 1.519)  -0.6865
C (3.600, -1.242, 0.593)  0.4805
C (5.034, -0.781, 0.838)  -1.6523
C (3.180, -0.991, -0.856)  -0.5767
C (1.740, -1.447, -1.075)  -1.2060
C (-1.962, -0.475, 0.029)  0.1620
H (-2.890, -2.125, -1.956)  0.3080
H (-3.120, -3.879, -1.942)  0.3433
H (-4.517, -2.798, -1.854)  0.3226
H (-4.022, -3.769, 0.374)  0.3303
H (-2.370, -3.116, 0.313)  0.2760
H (-4.896, 0.384, 1.432)  0.4388
H (-3.805, 2.609, 1.363)  0.4584
H (-1.773, 4.240, -1.248)  0.3769
H (-0.603, 2.905, -1.395)  0.2283
H (-0.179, 5.391, 0.329)  0.3290
H (0.528, 5.142, -1.280)  0.3665
H (0.980, 4.077, 0.064)  0.2213
H (0.485, -0.338, 1.813)  0.5107
H (1.046, -1.998, 1.510)  0.4726
H (2.700, 0.562, 1.349)  0.1847
H (2.864, -0.717, 2.564)  0.4566
H (3.537, -2.320, 0.792)  0.2141
H (5.722, -1.309, 0.181)  0.4120
H (5.123, 0.285, 0.646)  0.3449
H (5.326, -0.971, 1.868)  0.4123
H (3.241, 0.078, -1.072)  0.2314
H (3.840, -1.522, -1.544)  0.4509
H (1.401, -1.195, -2.080)  0.5247
H (1.655, -2.530, -0.926)  0.4269
H (-1.387, -1.304, -0.346)  0.6450

# 4
Formula: C16H26BN5O3PSbSe4TcTe
Source: OMol25
Level of theory: ωB97M-V/def2-TZVPD

Calculated values
* spin multiplicity: 1
* largest force on an atom: 1.0 eV Å⁻¹
* ΔE to the lowest compared entry with this formula, charge and spin: 1.498 eV
* orbital gap: 5.9 eV
* highest occupied orbital energy: -10.7 eV
* total charge: +1

Each line ends with the Mulliken charge.
Geometry (Å):
Tc (0.780, 1.237, 0.271)  -0.2656
Se (5.120, 4.719, -0.522)  -0.4343
Sb (4.200, 2.639, -1.009)  0.6773
Se (3.143, 1.378, 0.919)  -0.1990
Se (1.398, 3.010, -1.414)  -0.2904
Se (4.751, 1.024, -2.667)  -0.4182
C (-5.741, 2.661, 0.580)  -1.3023
C (-4.239, 2.672, 0.594)  -0.1145
O (-3.760, 1.874, -0.562)  -0.1472
P (-2.502, 0.968, -0.435)  -0.2684
O (-1.323, 1.683, 0.162)  0.0412
Te (-2.131, 0.254, -2.721)  0.2147
O (-2.803, -0.247, 0.516)  -0.1631
C (-3.826, -1.246, 0.239)  -0.3784
C (-3.170, -2.596, 0.107)  -1.0313
H (-6.105, 3.289, 1.393)  0.3873
H (-6.132, 1.654, 0.722)  0.3033
H (-6.123, 3.060, -0.358)  0.3152
H (-3.825, 2.242, 1.507)  0.3700
H (-3.821, 3.666, 0.455)  0.2748
H (-4.373, -0.965, -0.664)  0.4677
H (-4.515, -1.203, 1.081)  0.2918
H (-2.507, -2.620, -0.759)  0.2294
H (-3.931, -3.365, -0.022)  0.4163
H (-2.591, -2.827, 1.001)  0.2404
C (4.733, -2.275, -1.565)  -1.1445
N (3.410, -1.808, -1.054)  0.8149
C (2.318, -2.632, -1.633)  -0.8746
C (3.416, -1.858, 0.448)  -1.4500
C (2.092, -1.689, 1.146)  2.8850
C (1.664, -2.791, 1.893)  -1.0289
C (0.536, -2.759, 2.696)  -0.9305
C (-0.197, -1.593, 2.784)  -0.9167
C (0.206, -0.478, 2.059)  0.0914
C (1.313, -0.529, 1.226)  0.2320
H (4.754, -2.141, -2.643)  0.3956
H (4.844, -3.325, -1.304)  0.4675
H (5.514, -1.672, -1.112)  0.3636
H (3.328, -0.820, -1.361)  -0.1303
H (2.479, -3.664, -1.327)  0.3584
H (2.360, -2.555, -2.716)  0.3717
H (1.363, -2.276, -1.261)  0.2811
H (4.129, -1.102, 0.768)  0.5000
H (3.816, -2.841, 0.696)  0.4983
H (2.251, -3.701, 1.854)  0.3780
H (0.254, -3.632, 3.268)  0.4298
H (-1.061, -1.522, 3.431)  0.5171
H (-0.383, 0.433, 2.175)  0.4035
B (0.992, 0.027, -3.519)  0.4597
C (-0.006, -0.035, -2.341)  -0.2625
N (0.426, 0.213, -1.185)  -0.6840
H (0.607, 0.459, -4.552)  -0.0766
H (1.380, 2.210, -2.656)  0.0233
H (2.120, -0.279, -3.345)  -0.1141
N (-1.834, 6.401, 2.071)  -0.4919
C (-1.554, 5.303, 2.280)  0.5080
N (-1.334, 4.016, 2.541)  -0.5743
C (-0.377, 3.356, 2.086)  0.9161
N (0.463, 2.599, 1.733)  -0.4326